# 1
Formula: C26H27FN4O3
Source: OMol25
Level of theory: ωB97M-V/def2-TZVPD

```
61
Properties=species:S:1:pos:R:3:forces:R:3
H 2.569544 -1.060820 1.371933 -0.22 -0.10 0.05
C 3.372228 1.025666 -4.499390 -0.05 0.02 -0.09
C 0.030247 1.611624 3.288542 0.16 0.10 -0.03
C -3.690788 -0.353526 3.862188 -0.23 0.01 -0.13
C -2.163066 -1.264209 -2.911362 0.03 -0.03 -0.04
C 5.117351 -0.081860 -2.663808 -0.02 0.01 -0.01
C 5.515518 0.094029 -3.977676 0.09 -0.04 -0.07
C -2.659602 -0.242308 -1.943052 -0.18 0.22 0.23
H 3.434551 -2.091973 -0.899014 -0.10 0.07 -0.11
H -0.309933 -2.823814 2.311139 0.11 0.11 -0.06
C 3.846142 0.296387 -2.253691 0.10 0.02 0.14
C 3.387842 0.073855 -0.841710 -0.16 -0.16 -0.06
H -4.754859 -0.437474 -2.404768 -0.09 -0.04 -0.06
C 0.413246 -2.013946 2.209366 0.28 -0.14 -0.08
C 0.424945 2.557561 2.141757 0.15 -0.17 -0.02
H 4.953573 0.785287 -5.924294 0.02 0.01 -0.07
N 2.098288 -1.470055 0.574575 0.49 0.16 -0.03
F -5.723626 -0.790876 2.762317 0.04 0.01 -0.01
N -0.210033 -0.777190 2.669324 0.20 -0.28 -0.14
C -2.244911 1.333736 -0.199153 -0.19 -0.16 -0.35
N -1.438416 1.994335 0.728069 -0.24 0.16 0.09
H 4.235397 0.112033 -0.153992 0.03 0.06 0.03
O 0.656003 1.491210 0.005175 0.18 -0.21 -0.23
C -4.391387 0.988758 -0.847974 -0.07 -0.08 -0.08
C -4.011837 0.055481 -1.796797 0.10 -0.05 -0.03
H -1.052024 1.577155 3.382998 0.13 0.06 0.06
C -2.334192 -1.232363 1.599624 0.06 0.06 0.20
C -3.715545 -1.249017 1.618426 -0.24 0.01 0.25
H 0.005025 3.549642 2.313129 -0.01 0.02 0.01
C -0.082791 1.971599 0.834819 0.03 0.50 0.33
H 6.508912 -0.201289 -4.283524 0.07 -0.02 -0.02
H -4.235831 -0.036402 4.736952 -0.08 0.02 0.08
H 2.689155 1.460776 -5.214736 -0.05 0.04 -0.05
H -1.804355 -1.593163 0.731808 0.08 -0.04 -0.07
H 2.666760 0.840376 -0.559798 0.11 -0.03 0.07
H -1.626653 -0.777940 -3.725575 0.04 -0.01 -0.08
H -1.980072 2.516686 1.404108 0.10 -0.08 -0.03
C 2.704649 -1.291128 -0.726213 -0.01 0.03 -0.16
H -4.277443 -1.609126 0.772162 -0.08 -0.02 -0.10
H -1.761068 -0.061989 4.726671 0.06 0.03 0.06
H -5.431145 1.247836 -0.698154 -0.12 -0.04 -0.06
H 0.466137 1.978350 4.219639 -0.06 -0.08 -0.01
C -4.376543 -0.789312 2.742529 0.21 -0.03 0.01
C 0.627191 0.243943 2.996483 -0.33 0.15 0.27
C -1.622209 -0.759039 2.699640 -0.64 0.09 0.13
N -3.537180 1.610217 -0.053295 0.19 0.30 0.23
H -1.466033 -1.932793 -2.408541 0.06 -0.08 -0.01
H 1.910765 -1.383963 -1.471350 0.13 -0.01 0.05
O 1.835210 0.080184 2.994921 0.35 0.17 0.06
C -2.308267 -0.354489 3.842936 0.07 -0.18 -0.20
H 1.988816 1.150066 -2.869183 -0.14 0.05 0.05
H 5.803562 -0.512490 -1.947879 0.06 -0.04 0.09
O 0.117393 -2.269759 -0.171989 -0.32 -0.12 -0.40
H 1.283834 -2.210411 2.840938 -0.14 -0.03 -0.06
C -1.754624 0.431882 -1.133771 0.01 0.01 -0.06
H -2.982452 -1.842344 -3.330740 -0.02 -0.05 -0.05
H -0.699442 0.233008 -1.205623 0.07 -0.02 0.02
C 0.852074 -1.922614 0.735514 0.06 -0.15 0.71
H 1.511597 2.628681 2.083956 -0.12 0.03 -0.07
C 4.643206 0.647274 -4.898852 0.04 0.01 -0.10
C 2.977165 0.850045 -3.185736 0.02 0.00 0.02
```
Positions in Å, forces in eV/Å.

## Properties
Charge ... 0
Energy relative to the best compared isomer or geometry (same formula, charge and spin) ... 0.2457 eV
Orbital gap ... 9.385 eV
Spin multiplicity ... 1
Structure (SMILES) ... Cc1ccnc(NC(=O)CCC(=O)N(CC(=O)NCCc2ccccc2)c2ccc(F)cc2)c1

natural (NBO) population analysis, charges in e, atoms 1 to 6: number 1, H, carries 0.428; number 2, C, carries -0.206; number 3, C, carries -0.495; number 4, C, carries -0.283; number 5, C, carries -0.648; number 6, C, carries -0.161

# 2
Formula: C26H27IMnN3O2S3
Source: OMol25
Level of theory: ωB97M-V/def2-TZVPD

```
63
Properties=species:S:1:pos:R:3:forces:R:3
C 3.173846 -3.918393 -2.051003 0.01 -0.01 0.01
C 2.971523 -3.842007 0.342926 0.00 0.02 0.02
C 2.078570 0.905878 3.092658 -0.04 -0.04 0.15
H 0.141999 -1.437370 4.611417 -0.01 0.00 -0.01
H -0.378264 3.116284 -3.402432 -0.03 0.00 0.02
H 1.802964 3.029875 3.281041 -0.01 0.00 -0.01
C 3.161599 -1.812861 -0.913397 -0.03 -0.07 0.01
C -2.205359 1.708891 -1.505949 -0.01 -0.02 0.06
H 1.118353 2.917310 -2.507026 0.00 0.02 -0.04
C 3.047752 -2.459349 0.308632 0.02 -0.02 -0.02
C 0.491269 -0.459259 4.306401 0.05 0.01 0.04
H 3.004337 0.994059 2.541774 -0.05 0.00 -0.09
S -0.727575 2.626620 -1.160119 -0.10 0.03 0.12
S -0.644270 -3.300951 -1.313097 0.01 0.05 0.06
C 0.299101 1.056380 -3.336163 0.04 0.01 0.00
C -0.119114 0.682494 4.795326 0.00 -0.01 0.02
O 2.490233 0.501354 0.245558 0.14 -0.29 0.08
C 1.125943 0.061968 -2.518503 0.01 0.04 -0.03
C -3.430972 -0.334688 -1.650607 0.00 -0.02 0.02
H 3.220705 -4.485836 -2.970252 0.00 0.00 0.00
H 0.746177 1.195202 -4.325097 0.01 -0.02 0.00
H -3.266151 3.515830 -2.000923 0.01 0.00 0.00
C 1.590214 -0.355141 3.452171 0.01 -0.02 0.10
H 2.867344 -4.351040 1.291662 0.00 0.00 0.00
N -1.236550 0.656267 1.960687 -0.03 -0.35 -0.31
S 3.377114 -0.045479 -0.865497 0.03 0.08 0.05
H 2.131319 -1.249835 3.170452 -0.05 0.00 -0.08
N 0.064702 -1.384332 0.579390 0.13 -0.03 -0.10
H 3.009696 -1.883357 1.222305 -0.01 0.01 0.00
H -0.689348 0.628529 -3.508935 -0.01 0.03 -0.01
I -4.972173 2.625244 2.268093 -0.08 0.06 0.00
C 3.030789 -4.570390 -0.835568 0.00 0.00 -0.02
C -4.487111 1.758603 -2.215660 0.00 0.00 0.00
H -0.144668 2.827998 4.786710 0.00 0.00 0.01
H -4.159830 -0.718528 2.192206 0.00 0.00 0.00
C 0.156764 2.446254 -2.724515 0.06 -0.09 -0.03
C 0.338572 1.936963 4.407278 0.02 -0.01 0.00
Mn 0.678854 0.382409 1.158545 -0.32 0.88 -0.18
H 3.209815 0.080730 -3.219430 0.05 0.01 0.00
H 2.964918 -5.649392 -0.807575 0.00 0.00 0.00
N -2.075196 -0.388448 2.021260 -0.04 0.07 0.14
H 2.737205 1.541897 -2.378516 -0.01 -0.01 -0.01
O 0.080476 1.882876 -0.115098 0.23 -0.25 -0.03
H -5.358878 2.310608 -2.539284 0.00 0.00 0.00
C 2.593371 0.459595 -2.403684 -0.13 0.03 0.00
H 3.363041 -2.043895 -3.053483 -0.02 0.01 -0.01
C -3.312720 2.436027 -1.921828 -0.02 0.02 0.03
C -2.250854 0.330696 -1.358710 -0.04 -0.01 -0.02
C -3.354051 -0.006692 2.136582 0.00 0.01 -0.01
C -0.219795 -2.208228 -0.212683 -0.03 -0.09 -0.01
C -3.353846 1.371877 2.152703 0.07 -0.07 0.03
C 3.243319 -2.535268 -2.097997 0.01 0.02 0.02
C 1.422241 2.053193 3.550033 0.01 0.01 0.02
C -4.544542 0.378452 -2.078289 0.00 0.01 0.00
H 1.038293 -0.930967 -2.959235 0.01 0.01 0.00
H -0.955511 0.599521 5.476800 0.00 0.00 0.00
H -1.384027 -0.215990 -1.017587 -0.02 0.00 0.01
H 0.705980 -0.012528 -1.519504 -0.01 -0.05 0.03
H -3.468514 -1.412255 -1.553609 0.01 0.00 0.01
C -2.007382 1.733837 2.044408 0.13 0.05 0.11
H -1.694856 -1.316309 1.905054 0.04 0.01 -0.09
H -1.572486 2.719821 2.042705 0.00 0.00 -0.07
H -5.464355 -0.144736 -2.303536 0.00 0.00 0.00
```
Positions in Å, forces in eV/Å.

## Properties
Charge ... +1
Orbital gap (spin up / spin down) ... 8.016 / 8.124 eV
Spin multiplicity ... 2

natural (NBO) population analysis, charges in e, atoms 1 to 6: number 1, C, carries -0.186; number 2, C, carries -0.181; number 3, C, carries -0.275; number 4, H, carries 0.229; number 5, H, carries 0.253; number 6, H, carries 0.236

# 3
Formula: C26H27InN7S
Source: OMol25
Level of theory: ωB97M-V/def2-TZVPD

```
62
Properties=species:S:1:pos:R:3:forces:R:3
N 2.219704 2.469330 0.795655 0.01 0.20 0.00
H -0.681462 3.948336 3.117573 -0.04 -0.02 0.02
H -6.345747 0.331446 -1.175024 -0.01 0.00 0.00
N 0.380683 -0.555222 3.015396 0.00 0.14 0.13
C -3.045485 -0.132190 -1.666459 0.05 -0.02 -0.08
H 0.863838 -2.900043 4.139018 -0.01 0.03 -0.01
In -0.308825 -0.102991 -0.189094 -0.35 0.08 0.00
C -3.022233 -0.130995 2.027954 0.01 -0.03 0.03
N -0.050877 -1.812252 1.090497 0.05 -0.27 0.45
C 4.040603 -0.728255 -1.266903 0.06 0.04 0.05
C -1.264555 -0.554514 -4.973747 0.06 -0.01 -0.10
C 2.787332 -0.672473 -3.299996 -0.06 -0.01 0.12
H -2.224767 -0.865706 2.132743 -0.01 0.00 0.00
N 1.070811 3.867218 1.959391 -0.10 0.03 0.07
H -0.422131 -3.007643 -0.576265 -0.01 0.01 0.00
C -4.855624 0.118720 0.349207 -0.06 -0.02 0.03
C -0.124845 -3.026139 0.466124 -0.02 0.11 -0.03
H 4.196805 3.160595 1.336547 -0.12 0.02 0.01
H 0.085394 -5.137702 0.556869 0.00 0.01 -0.01
C -3.502980 -0.063302 0.611738 0.09 -0.03 0.04
C 0.971198 2.837698 1.114989 0.15 -0.03 -0.15
C 2.406015 4.150898 2.176790 0.10 0.08 0.05
C 2.861439 -0.557609 -0.551974 -0.01 -0.09 -0.24
C -5.297137 0.184885 -0.953866 0.01 0.00 -0.07
H 2.748898 -0.719244 -4.376149 -0.02 0.00 -0.04
H 0.857515 -0.694051 -5.225714 0.03 0.00 -0.03
C 2.893803 -0.526428 0.944031 -0.14 0.20 0.12
C 1.640472 -0.519752 -2.545423 -0.18 -0.03 -0.05
N -2.608244 -0.175634 -0.388153 -0.19 0.04 0.05
C 0.596830 -2.950641 3.091512 -0.02 0.14 -0.05
H -2.672029 0.850252 2.358745 0.03 0.00 0.00
H 2.446398 1.748594 0.129439 -0.01 0.15 -0.03
C 0.157260 -4.202638 1.092275 -0.02 0.05 -0.08
H -4.704037 0.097037 -3.010612 0.01 0.00 0.02
C -0.051493 4.617987 2.539843 0.10 -0.05 -0.03
H -3.326377 -0.410743 -4.435647 0.04 0.00 0.02
C 3.130169 3.274487 1.450300 0.15 0.02 0.00
C 0.049023 -0.580203 -4.522005 -0.05 0.02 0.05
H -3.829503 -0.430697 2.695000 0.02 0.04 -0.04
C 0.281836 -0.467147 -3.164155 -0.01 0.00 0.08
H 4.919616 -0.899687 -3.215128 -0.01 0.00 0.02
N 1.680787 -0.445354 -1.195669 0.41 0.02 0.01
H 4.976499 -0.819945 -0.730851 -0.02 0.00 -0.02
H -5.549769 0.200977 1.175615 0.04 0.00 -0.03
C 0.285075 -1.769494 2.400761 -0.04 -0.52 -0.20
H 0.361504 5.382053 3.190505 -0.02 0.00 0.01
N -0.743791 -0.330332 -2.307389 0.08 -0.07 -0.26
H -1.473025 -0.649888 -6.032306 0.02 0.00 0.03
H 2.719226 4.955636 2.823935 -0.04 -0.08 -0.06
H 2.968625 -1.539866 1.336336 -0.01 -0.10 0.03
H -0.294669 0.150604 2.776723 -0.16 0.17 -0.09
H 0.766888 -5.068058 2.973097 -0.01 0.04 -0.03
S -0.529418 2.229477 0.492501 -0.09 0.09 0.19
H -0.627653 5.088356 1.748479 -0.03 0.02 -0.03
C 0.535524 -4.154147 2.438553 0.04 -0.14 0.11
H 2.004403 -0.057279 1.387396 0.36 -0.17 -0.11
H 0.566296 -0.587439 4.006078 0.02 0.01 0.07
C -2.014348 -0.295076 -2.726251 0.07 0.01 0.00
C -2.307788 -0.414815 -4.077384 -0.04 0.01 0.05
C 4.006820 -0.776164 -2.646089 0.06 -0.01 -0.06
C -4.373699 0.050566 -1.984252 -0.08 0.01 0.06
H 3.775227 0.016607 1.294891 -0.08 -0.08 0.00
```
Positions in Å, forces in eV/Å.

## Properties
Charge ... +3
Energy relative to the best compared isomer or geometry (same formula, charge and spin) ... 0.0000 eV
Orbital gap ... 8.174 eV
Spin multiplicity ... 1

natural (NBO) population analysis, charges in e, atoms 1 to 6: number 1, N, carries -0.491; number 2, H, carries 0.232; number 3, H, carries 0.264; number 4, N, carries -0.801; number 5, C, carries 0.148; number 6, H, carries 0.256

Max |F|
In order: 0.73, 0.96, 0.56
Unit: eV Å⁻¹